[1]
C30H37N7P2SSn | wB97M-V/def2-TZVPD

Last column: Löwdin charge in e.
Geometry (Å):
Sn (-0.08127, 0.07956, -0.32103)  1.1141
C (-2.69230, 0.31491, -0.87488)  -0.2991
C (-2.85192, -0.72481, 0.05382)  -0.2445
C (-2.70376, -0.18907, 1.33860)  -0.2515
C (-2.42023, 1.16517, 1.21934)  -0.2223
C (-2.39263, 1.49292, -0.14899)  -0.2700
H (-2.90123, 0.26171, -1.93203)  0.0925
H (-3.17297, -1.72453, -0.18382)  0.0885
H (-2.84867, -0.72210, 2.26477)  0.0723
H (-2.33407, 1.87380, 2.02572)  0.0858
H (-2.38580, 2.49478, -0.54922)  0.0851
C (3.87458, 1.67510, 4.11789)  -0.0483
N (2.54998, 1.52049, 3.59611)  -0.1423
C (1.43681, 1.20206, 4.30929)  -0.0695
C (0.40331, 1.16632, 3.41266)  -0.1850
N (0.86374, 1.45089, 2.17568)  0.0459
C (2.15621, 1.64932, 2.29929)  -0.4782
P (3.31262, 2.18791, 1.01625)  1.1678
C (3.48975, 0.62747, 0.09620)  -0.4606
N (2.55219, -0.27442, -0.09511)  -0.0293
C (3.08055, -1.20584, -0.91913)  -0.1535
C (4.36594, -0.87414, -1.22441)  -0.0387
N (4.62316, 0.29268, -0.57219)  -0.1341
C (5.88030, 0.98101, -0.53782)  -0.0424
C (2.11081, 2.94246, -0.11567)  -0.4506
N (1.02886, 2.38462, -0.61240)  -0.0263
C (0.49119, 3.27799, -1.46537)  -0.1576
C (1.26507, 4.40386, -1.50256)  -0.0401
N (2.29460, 4.18470, -0.63750)  -0.1321
C (3.37368, 5.08223, -0.32231)  -0.0448
H (3.82154, 1.78466, 5.19881)  0.0922
H (4.49291, 0.80696, 3.88119)  0.0931
H (4.34139, 2.56312, 3.69126)  0.0705
H (1.47952, 1.02673, 5.36596)  0.1155
H (-0.63713, 0.98023, 3.58005)  0.0840
H (2.48145, -2.01678, -1.26642)  0.0605
H (5.09447, -1.35617, -1.84378)  0.1184
H (6.60307, 0.43692, -1.14504)  0.0935
H (5.78490, 1.99628, -0.92841)  0.0832
H (6.24809, 1.03383, 0.49027)  0.0891
H (-0.40398, 3.03687, -1.99816)  0.0873
H (1.17073, 5.31176, -2.06724)  0.1191
H (3.14546, 6.08190, -0.68875)  0.0936
H (3.51884, 5.12555, 0.75857)  0.0796
H (4.30665, 4.74585, -0.78250)  0.0878
C (1.46768, -4.22664, -0.50237)  -0.0478
C (0.77344, -3.95299, -1.80242)  -0.3308
C (0.46187, -5.03951, -2.64183)  -0.0241
C (-0.10885, -4.79467, -3.85720)  -0.0089
C (-0.35744, -3.46495, -4.25560)  -0.1625
C (-0.93298, -3.15866, -5.49990)  -0.0550
C (-1.14775, -1.84961, -5.84441)  -0.0879
C (-0.75467, -0.82360, -4.98652)  -0.1282
C (-0.16699, -1.07421, -3.75803)  -0.6077
S (0.47968, 0.26873, -2.85822)  0.5338
C (-0.00110, -2.42718, -3.34326)  -0.2329
N (0.53136, -2.70616, -2.13596)  0.1198
H (1.40727, -3.36025, 0.14758)  0.0370
H (1.00641, -5.07662, -0.00492)  0.0807
H (2.51843, -4.46160, -0.69343)  0.0920
H (0.69022, -6.04287, -2.31241)  0.1096
H (-0.35295, -5.60313, -4.53616)  0.1151
H (-1.19401, -3.97354, -6.16006)  0.1049
H (-1.61498, -1.60624, -6.78894)  0.1014
H (-0.89104, 0.20198, -5.29241)  0.0923
C (-0.92402, -3.30997, 1.82803)  -0.3019
P (-0.22236, -1.87665, 2.75315)  0.7950
C (1.57462, -2.32073, 2.73519)  -0.2979
C (-0.56094, -2.51214, 4.46260)  -0.3022
H (-0.44070, -4.24635, 2.10450)  0.0335
H (-0.82416, -3.13640, 0.75820)  0.0071
H (-1.98687, -3.36710, 2.04926)  0.0363
H (1.73648, -3.39144, 2.83780)  0.0354
H (2.05598, -1.80306, 3.56155)  0.0231
H (2.02296, -1.95339, 1.81666)  -0.0078
H (-0.16341, -3.51928, 4.58492)  0.0317
H (-1.63373, -2.52025, 4.63758)  0.0280
H (-0.10256, -1.85027, 5.19642)  0.0209

Calculated values
ΔE to the lowest compared entry with this formula, charge and spin, eV: 0.0000
Gap between HOMO and LUMO, eV: 6.6
E_HOMO, eV: -6.4
Spin multiplicity: 1
E_LUMO, hartree: 0.009

[2]
C38H35BrN3O2RuSSi | wB97M-V/def2-TZVPD

Last column: Mulliken spin population.
Geometry (Å):
Ru (0.10828, 0.75855, -0.27686)  4.2685
C (-0.27841, 0.45940, 1.86027)  0.3506
Si (-1.07056, -1.19909, 1.92272)  -0.1127
C (-2.06593, -1.42318, 0.30676)  -0.0003
N (-1.35939, -1.04776, -0.94609)  0.0068
C (-0.38750, -2.10438, -1.37897)  0.0609
C (-0.91670, -3.01675, -2.48786)  0.0024
C (-2.40153, -3.30393, -2.32341)  -0.0001
C (-3.19635, -1.98699, -2.36356)  0.0092
C (-2.30924, -0.78186, -2.04313)  0.0504
C (-2.33548, -1.33312, 3.31018)  0.0147
C (-3.34884, -0.37359, 3.40507)  0.0010
C (-4.28918, -0.41079, 4.42162)  0.0005
C (-4.23289, -1.41695, 5.37697)  0.0028
C (-3.23528, -2.37615, 5.30479)  -0.0007
C (-2.29977, -2.33324, 4.27937)  -0.0039
C (0.15886, -2.60491, 2.10675)  0.0208
C (1.45737, -2.39822, 2.57087)  0.0011
C (2.33339, -3.45819, 2.75286)  0.0030
C (1.92410, -4.75392, 2.47776)  0.0003
C (0.63625, -4.98637, 2.01768)  0.0004
C (-0.23126, -3.92003, 1.83538)  0.0001
H (0.66721, 0.45865, 2.40431)  0.0324
H (-0.94674, 1.23109, 2.24803)  0.0075
H (-2.94295, -0.77117, 0.39540)  -0.0140
H (-2.46341, -2.44263, 0.24532)  0.0070
H (-0.12185, -2.68218, -0.49511)  -0.0015
H (0.52798, -1.61607, -1.71931)  0.0040
H (-0.32877, -3.93608, -2.48472)  -0.0002
H (-0.74906, -2.55161, -3.46367)  0.0004
H (-2.56845, -3.81918, -1.37425)  0.0000
H (-2.74775, -3.98582, -3.10097)  -0.0003
H (-4.03523, -2.02880, -1.66695)  -0.0003
H (-3.63209, -1.83112, -3.35262)  -0.0004
H (-2.91254, 0.08590, -1.78175)  0.0116
H (-1.71164, -0.49030, -2.90942)  -0.0071
H (-3.40197, 0.43108, 2.67749)  0.0049
H (-5.06224, 0.34566, 4.47188)  0.0000
H (-4.96213, -1.44957, 6.17602)  0.0002
H (-3.18308, -3.16081, 6.04868)  0.0000
H (-1.52584, -3.09131, 4.24165)  -0.0002
H (1.80791, -1.39347, 2.76569)  -0.0032
H (3.34207, -3.26871, 3.09545)  0.0001
H (2.60875, -5.58078, 2.61524)  0.0001
H (0.31014, -5.99557, 1.79963)  0.0000
H (-1.23650, -4.12440, 1.47826)  -0.0002
S (1.75554, 5.12409, -1.42042)  0.0113
C (3.18268, 4.33468, -0.82308)  0.0001
C (4.51257, 4.74061, -0.88895)  -0.0002
C (5.46621, 3.92830, -0.30916)  0.0000
C (5.10957, 2.74205, 0.34444)  0.0006
C (3.79325, 2.33753, 0.41399)  -0.0074
C (2.82599, 3.13455, -0.19891)  0.0167
N (1.46505, 2.85858, -0.23533)  0.0539
C (0.80036, 3.80979, -0.81610)  0.0506
C (-0.66482, 3.73735, -0.92145)  -0.1226
C (-1.42839, 4.86674, -1.19331)  -0.0063
C (-2.81018, 4.77023, -1.18028)  0.0215
C (-3.40351, 3.55539, -0.85992)  -0.0055
C (-2.61866, 2.43772, -0.59769)  -0.1667
C (-1.22484, 2.48173, -0.65806)  0.2552
H (4.79562, 5.66495, -1.37390)  0.0003
H (6.50658, 4.22128, -0.34852)  -0.0001
H (5.87738, 2.13373, 0.80275)  0.0000
H (3.50504, 1.43084, 0.92506)  -0.0001
H (-0.95981, 5.82473, -1.38833)  -0.0005
H (-3.42094, 5.63714, -1.39219)  0.0024
H (-4.48339, 3.48070, -0.81617)  -0.0017
H (-3.12032, 1.51131, -0.33377)  0.0084
Br (-0.24793, 1.98071, -4.05259)  0.0084
C (1.50434, 1.45405, -3.55825)  0.0339
C (2.56847, 1.84885, -4.35597)  -0.0014
C (3.83189, 1.41023, -3.99204)  0.0014
C (3.98317, 0.61623, -2.86519)  -0.0004
C (2.85631, 0.31985, -2.11761)  -0.0153
N (1.63399, 0.73211, -2.46647)  -0.0045
C (2.98421, -0.45149, -0.81194)  0.0080
O (4.03204, -1.03444, -0.58922)  0.0206
O (1.97590, -0.35965, -0.02832)  0.1224
H (2.39758, 2.46995, -5.22177)  0.0007
H (4.69157, 1.69268, -4.58514)  -0.0001
H (4.93576, 0.23562, -2.52964)  -0.0003

Calculated values
ΔE to the lowest compared entry with this formula, charge and spin, eV: 0.2686
Gap between HOMO and LUMO (alpha / beta), eV: 6.5 / 7.6
E_HOMO (alpha / beta), eV: -6.5 / -8.5
Spin multiplicity: 6
E_LUMO (alpha / beta), hartree: 0.003 / -0.033

[3]
C4H12S | wB97M-V/def2-TZVPD

Last column: Löwdin charge in e.
Geometry (Å):
C (1.34969, -2.25325, 1.42494)  -0.1768
C (0.69979, -1.04634, 2.10221)  -0.1682
H (1.12302, -3.21580, 1.98406)  0.0741
H (0.93267, -2.50622, 0.44893)  0.0552
H (2.43706, -2.28760, 1.46441)  0.0544
H (-0.03924, -1.34632, 2.86628)  0.0641
H (0.01223, -0.55824, 1.40876)  0.0477
H (1.37774, -0.40063, 2.62587)  0.0531
C (-0.94684, 1.98832, -1.32684)  -0.6146
C (-0.12987, 1.12346, -2.27838)  -0.1766
S (-2.71585, 1.47379, -1.21472)  0.6473
H (-0.59191, 2.13887, -0.30663)  0.0564
H (-0.97675, 3.00348, -1.72250)  0.0477
H (0.51713, 1.75875, -2.85507)  0.0607
H (-2.59729, 1.27790, 0.14359)  -0.1405
H (-0.80878, 0.61104, -2.94109)  0.0417
H (0.35720, 0.23878, -1.82384)  0.0745

Calculated values
ΔE to the lowest compared entry with this formula, charge and spin, eV: 0.6682
Gap between HOMO and LUMO, eV: 9.9
SMILES: CCS.CC
E_HOMO, eV: -9.0
Spin multiplicity: 1
E_LUMO, hartree: 0.031

[4]
C3H3N2O3S | wB97M-V/def2-TZVPD

Last column: Löwdin charge in e.
Geometry (Å):
C (1.43894, 0.25553, 1.59349)  -0.6382
C (1.46495, 2.23421, 0.57880)  -0.5240
C (-1.87719, -1.75207, -1.49400)  -0.5559
N (2.18548, 1.30443, 1.14742)  0.1401
N (0.05842, 0.56001, 1.28284)  0.0384
O (1.75944, -0.70935, 2.23081)  0.0236
O (1.69870, 3.32815, 0.14605)  0.0464
O (-0.05049, 1.73193, 0.71240)  -0.0780
S (-0.08957, -1.49925, -1.29793)  0.5399
H (-1.79265, -2.39863, -2.42576)  0.0293
H (-2.27513, -0.84961, -1.72316)  -0.0450
H (-2.52090, -2.20535, -0.75095)  0.0235

Calculated values
ΔE to the lowest compared entry with this formula, charge and spin, eV: 2.7538
Gap between HOMO and LUMO (alpha / beta), eV: 6.2 / 8.4
E_HOMO (alpha / beta), eV: -4.7 / -5.2
Spin multiplicity: 1
Charge: -1
E_LUMO (alpha / beta), hartree: 0.053 / 0.117

> Among the records above, which one has the highest spin multiplicity?

C38H35BrN3O2RuSSi

> Which value of spin multiplicity does entry 1 give?

1

> Which of these has the highest ΔE to the lowest compared entry with this formula, charge and spin?

C3H3N2O3S